The following is a quantum chemistry calculation of C43H98BBeN6O21 as an isolated structure in a non-equilibrium geometry, from the OMol25 dataset.

Results
Frontier orbital gap ... 4.24 eV
ΔE to the lowest compared entry with this formula, charge and spin ... 1533.2 kJ/mol
Total charge ... +1
LUMO ... -4.2732 eV
E ... -3643.8908 hartree

The geometry in XYZ format:
```
170
C43H98BBeN6O21 (the ωB97M-V functional and the def2-TZVPD basis)
Be 1.7923 -2.2972 -0.4303
O -1.9677 3.7918 -0.5006
C -1.2182 3.0085 0.1352
O 0.0307 2.6339 -0.1465
B 0.5233 1.8023 1.0215
O -0.4598 1.9320 2.0805
C -1.5644 2.4783 1.5815
O -2.5979 2.5448 2.1588
O 1.8176 2.2586 1.4518
C 2.7123 1.3897 1.2461
O 3.9085 1.5496 1.4201
C 2.0873 0.2562 0.7347
O 0.7676 0.4536 0.5548
O 2.5167 -0.8012 0.4562
C -1.3990 5.5233 3.5571
C -0.3552 4.8495 2.7000
C -0.5205 5.1285 1.2035
O 0.7935 5.5941 2.9492
H -2.4312 5.2301 3.3656
H -1.5025 6.5851 3.3336
H -1.1297 5.4905 4.6128
H -0.3082 3.7777 2.8924
H 0.1499 4.4820 0.6372
H -0.4413 6.1191 0.7557
H -1.5302 4.7840 0.9802
H 1.3058 5.6781 2.1417
C 0.0987 -7.0049 -3.6281
O 0.5363 -5.8136 -2.9178
C -0.5015 -4.8482 -3.0649
C -0.1556 -3.5947 -2.2149
N 1.2913 -3.1668 -2.1928
C 1.5524 -2.2559 -3.3513
C 2.8279 -1.4779 -3.1152
O 2.8779 -0.9101 -1.8083
C 3.8419 0.1439 -1.5821
H -0.2313 -6.8841 -4.6598
H -0.6826 -7.5415 -3.0897
H 0.9867 -7.6241 -3.7552
H -1.4786 -5.3000 -2.8936
H -0.4657 -4.6019 -4.1261
H -0.2954 -3.8773 -1.1715
H -0.8743 -2.8202 -2.4824
H 1.7322 -4.0580 -2.3705
H 0.6767 -1.6257 -3.5068
H 1.5855 -2.9339 -4.2042
H 2.8804 -0.8219 -3.9841
H 3.6291 -2.2119 -3.2019
H 4.8840 -0.1755 -1.5899
H 3.7092 0.7415 -0.6803
H 3.7397 0.8791 -2.3803
C 6.7688 -0.1041 -0.5463
O 5.4719 -0.0928 0.1629
C 5.4835 -0.7828 1.3689
C 4.2081 -1.6761 1.3230
N 3.8116 -2.0857 -0.0683
C 4.4665 -3.4557 -0.3835
C 3.6327 -4.3286 -1.3448
O 2.2747 -4.3712 -0.9176
C 1.8181 -5.7125 -0.8531
H 7.1597 -1.1167 -0.6457
H 7.5068 0.3811 0.0926
H 6.6643 0.4175 -1.4977
H 5.4796 -0.0190 2.1465
H 6.3139 -1.4736 1.5150
H 3.4341 -1.0801 1.8065
H 4.3678 -2.5728 1.9217
H 4.4977 -1.5776 -0.6080
H 4.6286 -4.0182 0.5359
H 5.4409 -3.2349 -0.8193
H 4.0857 -5.3138 -1.4553
H 3.7450 -3.8911 -2.3368
H 2.4133 -6.2699 -0.1299
H 1.9344 -6.1165 -1.8587
H 0.7505 -5.6785 -0.6359
C 2.7823 6.0225 -3.8528
O 1.5289 6.3933 -3.4309
C 1.2815 6.4371 -2.0073
C 1.7069 5.1550 -1.1831
N 1.8399 5.4489 0.2533
C 2.2275 4.2770 1.1418
C 2.8290 4.5963 2.5123
O 3.9674 5.4966 2.4187
C 5.0689 5.1371 1.6344
H 2.9535 4.9614 -3.6715
H 3.5039 6.7731 -3.5301
H 2.9384 6.0096 -4.9315
H 0.2286 6.6862 -1.8750
H 1.7415 7.3645 -1.6660
H 2.7235 4.8082 -1.3683
H 1.0955 4.2776 -1.3940
H 2.5369 6.1504 0.4587
H 2.8680 3.5465 0.6477
H 1.3717 3.6196 1.2948
H 3.1540 3.6458 2.9353
H 2.1245 5.1982 3.0862
H 5.9763 5.7352 1.7180
H 4.9979 5.2587 0.5536
H 5.4246 4.1304 1.8542
C 0.5168 -6.6814 1.3596
O -0.5300 -5.7230 1.2825
C -1.5193 -6.0892 0.3660
C -2.2243 -4.9032 -0.2914
N -2.9844 -4.1353 0.7494
C -3.5590 -2.9685 -0.0043
C -2.5621 -1.8990 -0.1508
O -2.1768 -1.3558 1.1259
C -1.7697 -0.0520 1.1735
H 0.2007 -7.6179 1.8191
H 1.3483 -6.4235 2.0155
H 1.0194 -6.8982 0.4171
H -2.1637 -6.7290 0.9689
H -1.0863 -6.7023 -0.4243
H -2.8644 -5.4729 -0.9650
H -1.3951 -4.4963 -0.8703
H -3.7696 -4.7441 0.9310
H -4.4112 -2.6233 0.5811
H -4.0544 -3.3607 -0.8925
H -2.9390 -1.1494 -0.8466
H -1.6362 -2.2201 -0.6278
H -1.2596 0.1452 2.1164
H -2.6077 0.5839 0.8881
H -0.9621 0.1084 0.4592
C -3.8833 2.8829 0.4948
O -4.9058 3.2788 -0.3966
C -5.1309 4.7031 -0.4305
C -5.5877 4.9829 -1.9401
N -6.8011 4.2544 -2.2607
C -7.4256 4.7935 -3.4507
C -6.5252 4.5219 -4.7610
O -5.9288 3.2565 -4.7118
C -4.8021 3.1453 -5.6477
H -3.7377 1.8061 0.5811
H -3.9063 3.1971 1.5383
H -3.0260 3.3070 -0.0280
H -4.1984 5.2605 -0.3414
H -5.8338 5.0620 0.3213
H -4.7440 4.7220 -2.5790
H -5.7717 6.0538 -2.0262
H -7.4461 4.5051 -1.5251
H -7.3967 5.8776 -3.3410
H -8.4545 4.4394 -3.5142
H -5.7735 5.2993 -4.6242
H -7.1031 4.6855 -5.6705
H -5.1300 3.4058 -6.6540
H -4.6360 2.0703 -5.5777
H -3.9888 3.7564 -5.2564
C 0.9236 -0.5459 2.3237
O 0.2555 -1.6749 2.6756
C -0.0469 -1.7014 4.0670
C -1.1614 -2.6183 4.4555
N -2.1938 -2.6072 3.4280
C -3.3894 -3.3971 3.8835
C -3.0187 -4.9001 4.0740
O -2.0281 -5.2523 3.0817
C -1.3041 -6.3741 3.5687
H 1.2042 -0.7348 1.2875
H 1.8564 -0.5902 2.8858
H 0.4806 0.4224 2.5565
H -0.2637 -0.8324 4.6882
H 0.8166 -2.2444 4.4511
H -1.6682 -2.2061 5.3280
H -0.7069 -3.5547 4.7791
H -2.6102 -1.6942 3.5418
H -4.0996 -3.3820 3.0567
H -3.8388 -3.0227 4.8033
H -3.8859 -5.5433 4.2233
H -2.6074 -4.9001 5.0835
H -1.9582 -7.1329 3.9982
H -0.7422 -5.9366 4.3939
H -0.8602 -6.8509 2.6948
```